[1]
A 2-piece molecular cluster, C4H4N2O3 overall in a non-equilibrium geometry, computed with ωB97M-V/def2-TZVPD.

Structure (XYZ):
```
13
Properties=species:S:1:pos:R:3:mulliken_charge:R:1
C 0.4982 1.5022 0.0779 0.391
C 0.1200 0.0521 0.8287 0.569
C -0.7392 -0.8472 -0.0793 0.435
C -0.4369 -2.1576 -0.9768 -0.005
H 0.5426 2.6271 -1.5128 0.305
H -0.9056 1.3203 -1.8415 0.285
H 1.5806 2.0489 1.5480 0.267
H -1.0346 -2.5368 -2.2728 0.294
N -0.0190 1.7769 -1.2109 -0.442
N 1.1336 2.4128 0.7982 -0.710
O 0.6136 -0.2232 1.8739 -0.462
O -1.8150 -0.1328 -0.3924 -0.538
O 0.6216 -2.6546 -0.4984 -0.389
```

Summary:
maximum force	8.87	eV/Å
relative energy (zero: lowest compared OMol25 entry of this formula, charge and spin)	6.1551	eV
gap between HOMO and LUMO	7.76	eV
2S+1	1



[2]
An isolated ion of composition C6H12IN2 and charge +1 in a non-equilibrium geometry, computed with ωB97M-V/def2-TZVPD.

Structure (XYZ):
```
21
Properties=species:S:1:pos:R:3:mulliken_charge:R:1
C 0.6767 0.9477 -1.6155 -0.313
C -0.2108 0.6463 0.8712 -0.382
C -0.5890 1.9275 0.1220 -0.880
C -0.2682 -0.6075 0.0570 0.580
C 1.4026 -1.7317 1.4997 -0.929
C -1.3946 -0.8693 -0.8822 -1.595
N 0.1398 2.0128 -1.1323 0.015
N 0.3588 -1.6845 0.5038 -0.096
I 1.6783 1.0230 -3.4309 0.149
H 0.7924 0.7633 1.2844 0.441
H -0.9030 0.5377 1.7138 0.421
H -1.6646 1.9677 -0.0814 0.343
H -0.3336 2.7932 0.7387 0.429
H 1.8738 -2.7108 1.4750 0.335
H 0.9861 -1.5714 2.4960 0.338
H 2.1669 -0.9755 1.3123 0.335
H -1.0737 -1.4921 -1.7139 0.438
H -1.8250 0.0398 -1.2830 0.349
H -2.1827 -1.4101 -0.3532 0.452
H 0.1497 2.9364 -1.5660 0.247
H 0.2199 -2.5423 -0.0154 0.322
```

Summary:
maximum force	1.30	eV/Å
relative energy (zero: lowest compared OMol25 entry of this formula, charge and spin)	0.3089	eV
gap between HOMO and LUMO	8.70	eV
2S+1	1
charge	+1



[3]
C22H26FeN as an isolated structure in a non-equilibrium geometry, computed with ωB97M-V/def2-TZVPD.

Structure (XYZ):
```
50
Properties=species:S:1:pos:R:3:mulliken_spin:R:1
C -3.0338 2.3637 -0.2510 -0.057
C -2.1114 2.1773 -1.3993 0.715
C -2.6622 2.2136 -2.7788 -0.066
N -0.8325 1.9374 -1.2034 0.255
C 0.0781 1.8304 -2.3717 -0.043
C 1.5161 1.9742 -1.9579 0.033
C 2.3095 0.8351 -1.8120 -0.021
C 3.5827 0.9493 -1.2524 0.027
C 4.0823 2.2121 -0.9093 -0.006
C 3.3263 3.3616 -1.1731 0.002
C 2.0402 3.2454 -1.7063 -0.005
H -3.9176 2.9115 -0.5998 0.011
H -3.3831 1.3948 0.1357 0.056
H -2.5845 2.9254 0.5776 0.017
H -3.7555 2.2112 -2.7118 0.005
H -2.3714 3.1299 -3.3200 0.066
H -2.3556 1.3461 -3.3814 0.035
H -0.0874 0.8501 -2.8373 0.017
H -0.1656 2.6005 -3.1227 0.001
H 1.9026 -0.1351 -2.1125 0.006
H 4.1761 0.0489 -1.0824 0.004
H 5.0668 2.2993 -0.4475 -0.001
H 3.7320 4.3522 -0.9586 0.000
H 1.4310 4.1280 -1.9249 0.004
C -1.1815 0.6870 1.3976 0.041
C 0.0228 0.4281 0.8629 -0.028
C 0.4672 -0.9885 0.6980 0.040
C 1.5693 -1.6457 1.3881 0.021
C 1.7175 -2.9828 0.8505 0.021
C 0.6894 -3.1714 -0.1567 0.067
C -0.0953 -1.9495 -0.2270 -0.019
Fe -0.0876 -2.6955 1.5931 2.700
C -1.8156 -2.3702 2.5100 0.163
C -0.7080 -2.4078 3.4499 0.041
C -0.0443 -3.6916 3.3040 0.000
C -0.7332 -4.4397 2.2671 0.025
C -1.8249 -3.6190 1.7697 0.009
H -1.4042 1.6409 1.8836 -0.010
H -0.4272 2.2261 -0.3110 -0.057
H -1.9780 -0.0615 1.3591 0.012
H 0.8577 1.1445 0.8591 0.002
H 2.2015 -1.1429 2.1178 -0.013
H 2.5050 -3.6885 1.1070 0.010
H 0.5738 -4.0388 -0.8013 0.003
H -0.8982 -1.7062 -0.9188 -0.035
H -2.5713 -1.5953 2.4565 -0.075
H -0.4799 -1.6478 4.1930 -0.003
H 0.7634 -4.0614 3.9302 0.008
H -0.5300 -5.4685 1.9805 0.017
H -2.5715 -3.9170 1.0379 0.008
```

Summary:
⟨S²⟩	6.09
maximum force	3.72	eV/Å
relative energy (zero: lowest compared OMol25 entry of this formula, charge and spin)	3.6206	eV
gap between HOMO and LUMO (spin up / spin down)	3.76 / 5.61	eV
2S+1	5
charge	-1



[4]
One molecule with the formula C5H6ClNS in a non-equilibrium geometry, computed with ωB97M-V/def2-TZVPD.

Structure (XYZ):
```
14
Properties=species:S:1:pos:R:3:mulliken_charge:R:1
C -2.0051 0.2645 0.3208 -1.426
C -0.5475 0.5182 0.1598 0.619
S 0.0781 2.1065 -0.1057 -0.217
C 1.7197 1.4766 -0.0569 -0.454
C 1.6896 0.1508 -0.0984 0.238
Cl 3.0642 -0.7714 0.2612 -0.229
C 0.3661 -0.4653 -0.0174 0.129
N 0.0739 -1.7821 -0.2314 -0.462
H -2.4360 0.8604 1.0449 0.410
H -2.4107 0.7530 -0.5284 0.377
H -2.1998 -0.7605 0.2710 0.322
H 2.6300 2.0850 -0.1823 0.386
H 0.8516 -2.4611 -0.4382 0.193
H -0.8741 -1.9746 -0.3990 0.113
```

Summary:
maximum force	3.03	eV/Å
SMILES string	Cc1scc(Cl)c1N
relative energy (zero: lowest compared OMol25 entry of this formula, charge and spin)	0.6457	eV
gap between HOMO and LUMO	8.52	eV
2S+1	1



[5]
C12H16Al2Br2ClF3KNaO5PS as an isolated structure in a non-equilibrium geometry, computed with ωB97M-V/def2-TZVPD.

Structure (XYZ):
```
45
Properties=species:S:1:pos:R:3:mulliken_charge:R:1
C -2.9157 4.4960 -2.6868 -0.188
C -2.6415 3.7201 -3.7485 -0.013
S -1.8311 2.1029 -3.8736 0.044
C -2.6686 1.0947 -2.7089 -0.284
Br -4.3093 1.1073 -3.5100 -0.131
C -2.2641 0.4928 -1.5767 1.351
C -0.8997 0.5331 -1.0262 -1.152
Br -3.6092 -0.5374 -0.5032 -0.240
H -2.3588 4.7514 -1.8046 -0.158
H -3.8889 5.0046 -2.7275 0.324
H -3.0077 4.0583 -4.7114 0.428
H -0.5306 2.1558 -3.4938 0.291
H -0.3281 -0.3146 -1.4060 0.351
H -0.4105 1.4530 -1.3541 0.208
H -0.8991 0.5756 0.1130 0.242
F -2.9853 1.2885 -5.8082 -0.571
F -1.3249 1.3242 1.6946 -0.852
Na -1.2072 4.3794 -0.2581 0.957
C 1.4599 -1.4301 2.0913 -0.093
O 1.5473 -0.1422 2.6636 -0.494
H 2.3193 -1.9725 2.4911 -0.225
H 0.5312 -1.9340 2.3783 0.281
H 1.5225 -1.3865 0.9956 0.270
H 0.8024 0.3951 2.3526 0.284
K -5.3689 2.0818 -1.1179 1.024
F 2.7608 -4.3591 2.9774 -0.170
C 3.9877 -4.8089 2.9138 0.601
C 5.0810 -3.9237 3.1300 0.023
C 6.4141 -4.3737 3.0490 -0.329
C 6.6386 -5.6952 2.7949 -0.534
C 5.5457 -6.5775 2.5958 -0.242
C 4.2286 -6.1385 2.6622 -0.453
H 4.9004 -2.8330 3.3665 0.380
H 7.2361 -3.6885 3.2069 0.422
H 7.6523 -6.0674 2.7455 0.430
H 5.7415 -7.6207 2.3828 0.411
H 3.3965 -6.8140 2.5181 0.452
O -3.1920 6.0165 -0.2764 -0.486
P -4.5766 6.5057 -0.7465 0.767
O -4.6833 6.3398 -2.2677 -0.512
O -4.8385 7.9601 -0.3941 -0.298
O -5.6189 5.6296 -0.0822 -0.392
Al -5.2020 -1.9977 0.9928 0.755
Cl 4.7339 -1.7651 2.2496 -0.023
Al -4.9393 0.9144 -6.2831 0.543
```

Summary:
maximum force	3.06	eV/Å
gap between HOMO and LUMO	4.58	eV
2S+1	1
charge	+3



[6]
A 2-piece molecular cluster, C2H3Cl3O4 overall in a non-equilibrium geometry, computed with ωB97M-V/def2-TZVPD.

Structure (XYZ):
```
12
Properties=species:S:1:pos:R:3:mulliken_charge:R:1
O -1.8165 -0.4840 5.5843 -0.354
O -0.4072 -0.1824 4.9988 -0.185
C 0.0142 1.0147 5.6873 0.045
Cl -0.8904 2.4123 5.3292 -0.141
C 1.4593 1.1197 5.1627 -0.017
Cl 2.3430 2.4752 5.7901 -0.148
Cl 2.3121 -0.3501 5.4184 -0.128
H -2.2120 -1.2834 5.1740 0.378
H 0.0230 0.8969 6.7704 0.294
H 1.3624 1.2640 4.0945 0.307
O -3.3051 -2.4961 4.7677 -0.104
O -2.9587 -2.7531 3.5844 0.053
```

Summary:
maximum force	4.49	eV/Å
SMILES string	OO[C@H](Cl)C(Cl)Cl.O=O
relative energy (zero: lowest compared OMol25 entry of this formula, charge and spin)	0.0000	eV
gap between HOMO and LUMO (spin up / spin down)	7.96 / 7.88	eV
2S+1	1



Question: The highest 2S+1 belongs to which entry?
Answer: C22H26FeN